1.
{"formula": "H16O8", "method": "the ωB97M-V functional and the def2-TZVPD basis", "elements": ["O", "H", "H", "O", "H", "H", "O", "H", "H", "O", "H", "H", "O", "H", "H", "O", "H", "H", "O", "H", "H", "O", "H", "H"], "positions_angstrom": [[0.77, 1.32, 0.11], [-0.10, 1.03, 0.41], [0.77, 1.13, -0.84], [-2.79, 0.00, 1.55], [-2.88, 0.95, 1.65], [-2.10, -0.24, 2.18], [0.19, -1.38, -3.74], [-0.69, -1.77, -3.76], [0.41, -1.24, -4.67], [2.24, -1.98, 3.94], [3.17, -2.09, 4.19], [2.25, -1.24, 3.32], [-2.55, 1.37, -1.48], [-2.79, 0.90, -0.67], [-2.99, 0.87, -2.18], [1.30, -3.60, -1.56], [1.33, -2.77, -2.04], [0.77, -4.17, -2.13], [-1.05, 4.57, 0.50], [-0.82, 4.87, 1.38], [-0.42, 5.02, -0.08], [1.91, -0.79, 1.58], [1.94, 0.16, 1.71], [2.10, -0.90, 0.64]], "energy_ev": -16639.3902, "total_charge": 0, "multiplicity": 1, "relative_energy_kj_mol": 252.8, "gap_ev": 10.587, "homo_ev": -10.409, "largest_force_ev_per_a": 0.714}

2.
{"formula": "H16O8", "method": "the ωB97M-V functional and the def2-TZVPD basis", "elements": ["O", "H", "H", "O", "H", "H", "O", "H", "H", "O", "H", "H", "O", "H", "H", "O", "H", "H", "O", "H", "H", "O", "H", "H"], "positions_angstrom": [[-1.64, -5.01, 2.44], [-1.71, -4.70, 3.35], [-1.49, -4.22, 1.93], [0.18, 1.88, -4.59], [-0.55, 2.40, -4.93], [0.03, 1.00, -4.94], [6.83, -1.15, 0.04], [7.42, -0.50, 0.42], [6.02, -0.66, -0.13], [3.60, 2.28, -1.28], [4.28, 2.86, -1.62], [2.89, 2.35, -1.92], [-0.48, -1.15, 0.19], [0.32, -0.64, 0.11], [-1.07, -0.78, -0.48], [-4.07, 2.51, 2.18], [-4.11, 2.08, 1.32], [-3.46, 3.23, 2.05], [-5.05, 0.92, -2.21], [-4.77, 1.49, -2.93], [-5.87, 0.53, -2.52], [0.69, -1.53, 4.83], [1.60, -1.83, 4.76], [0.42, -1.36, 3.93]], "energy_ev": -16639.1245, "total_charge": 0, "multiplicity": 1, "relative_energy_kj_mol": 278.5, "gap_ev": 11.207, "homo_ev": -11.240, "largest_force_ev_per_a": 0.303}

3.
{"formula": "H16O8", "method": "the ωB97M-V functional and the def2-TZVPD basis", "elements": ["O", "H", "H", "O", "H", "H", "O", "H", "H", "O", "H", "H", "O", "H", "H", "O", "H", "H", "O", "H", "H", "O", "H", "H"], "positions_angstrom": [[-3.48, -3.40, 9.16], [-3.58, -2.75, 8.46], [-2.73, -3.94, 8.87], [1.07, -7.55, 6.14], [1.38, -8.16, 6.81], [1.85, -7.07, 5.85], [0.01, -6.14, 9.20], [-0.52, -5.40, 8.88], [0.85, -6.03, 8.76], [-1.54, -6.67, 11.95], [-0.98, -5.90, 12.13], [-1.07, -7.13, 11.24], [2.46, -4.14, 7.58], [2.51, -3.86, 6.66], [3.04, -4.90, 7.63], [-0.98, -3.89, 7.71], [-0.69, -4.30, 6.89], [-0.72, -2.96, 7.64], [3.39, -7.06, 9.57], [3.79, -7.89, 9.30], [4.04, -6.39, 9.33], [-1.60, -8.82, 9.56], [-2.11, -9.45, 9.06], [-1.29, -8.17, 8.91]], "energy_ev": -16639.5447, "total_charge": 0, "multiplicity": 1, "relative_energy_kj_mol": 237.9, "gap_ev": 9.798, "homo_ev": -10.185, "largest_force_ev_per_a": 0.343}

4.
{"formula": "H16O8Xe", "method": "the ωB97M-V functional and the def2-TZVPD basis", "elements": ["Xe", "O", "H", "H", "O", "H", "H", "O", "H", "H", "O", "H", "H", "O", "H", "H", "O", "H", "H", "O", "H", "H", "O", "H", "H"], "positions_angstrom": [[-0.03, 0.22, -0.37], [-2.71, -2.43, -0.44], [-3.39, -3.02, -0.10], [-2.80, -1.64, 0.09], [3.72, -0.07, 1.42], [3.83, 0.49, 0.65], [3.26, -0.84, 1.10], [-1.62, -2.56, -3.14], [-1.93, -2.46, -2.24], [-1.48, -1.67, -3.45], [-2.40, 2.84, 2.61], [-2.37, 3.58, 3.22], [-1.58, 2.90, 2.12], [-0.28, 3.51, 0.46], [0.61, 3.34, 0.74], [-0.27, 3.38, -0.49], [-0.10, 3.61, -2.31], [-0.81, 3.27, -2.85], [0.69, 3.48, -2.84], [3.14, -2.73, 0.39], [2.28, -2.48, 0.74], [3.16, -2.33, -0.48], [0.60, -2.59, 1.50], [0.83, -3.17, 2.23], [-0.35, -2.61, 1.46]], "energy_ev": -25601.9668, "total_charge": 0, "multiplicity": 1, "relative_energy_kj_mol": 61.7, "gap_ev": 10.930, "homo_ev": -10.998, "largest_force_ev_per_a": 0.898}

5.
{"formula": "H16Si7", "method": "the ωB97M-V functional and the def2-TZVPD basis", "elements": ["Si", "Si", "Si", "Si", "Si", "Si", "Si", "H", "H", "H", "H", "H", "H", "H", "H", "H", "H", "H", "H", "H", "H", "H", "H"], "positions_angstrom": [[-2.49, -1.76, 0.04], [-2.51, 2.13, 0.31], [1.17, -0.50, -2.38], [2.18, -1.71, 1.23], [2.05, 2.14, 0.63], [-1.10, 0.06, 0.34], [1.18, 0.02, -0.07], [-3.56, -2.01, -0.96], [-1.52, -2.70, -0.76], [-2.73, -2.57, 1.31], [-1.88, 3.39, 0.65], [-3.84, 2.11, 0.94], [-2.65, 1.96, -1.22], [-0.13, -0.40, -2.89], [1.17, -1.94, -2.70], [1.99, 0.12, -3.30], [3.30, -1.24, 2.20], [1.13, -2.34, 1.82], [2.66, -3.03, 0.60], [3.52, 2.42, 0.08], [2.15, 2.42, 2.16], [1.27, 3.04, -0.24], [-1.37, 0.38, 2.19]], "energy_ev": -55396.7420, "total_charge": 0, "multiplicity": 1, "relative_energy_kj_mol": 180.5, "gap_ev": 8.474, "homo_ev": -8.819, "largest_force_ev_per_a": 4.949}

6.
{"formula": "H17O8", "method": "the ωB97M-V functional and the def2-TZVPD basis", "elements": ["O", "H", "H", "H", "O", "H", "H", "O", "H", "H", "O", "H", "H", "O", "H", "H", "O", "H", "H", "O", "H", "H", "O", "H", "H"], "positions_angstrom": [[-0.08, 0.56, -0.39], [0.14, -0.15, -0.99], [-0.47, 0.34, 0.46], [0.69, 1.11, -0.25], [-2.82, 1.59, -1.01], [-2.96, 2.15, -0.24], [-2.31, 2.12, -1.61], [2.12, 0.56, -2.36], [1.73, 0.24, -3.17], [2.75, -0.13, -2.12], [-0.45, -0.12, 2.08], [0.07, -0.92, 2.16], [-0.40, 0.29, 2.95], [2.18, -1.66, 0.72], [2.07, -1.97, -0.18], [1.67, -2.27, 1.25], [-0.15, -1.50, -1.93], [-0.16, -1.40, -2.88], [-0.13, -2.45, -1.80], [1.63, 1.99, 1.07], [2.57, 2.11, 1.12], [1.26, 2.71, 1.58], [-3.28, -1.18, 2.07], [-2.54, -0.62, 2.33], [-3.12, -1.38, 1.15]], "energy_ev": -16652.5098, "s2": 0.751, "total_charge": 0, "multiplicity": 2, "relative_energy_kj_mol": 0.0, "gap_ev": [3.047, 10.801], "homo_ev": [-3.121, -11.097], "largest_force_ev_per_a": 2.269}

7.
{"formula": "H17O8", "method": "the ωB97M-V functional and the def2-TZVPD basis", "elements": ["O", "H", "H", "H", "O", "H", "H", "O", "H", "H", "O", "H", "H", "O", "H", "H", "O", "H", "H", "O", "H", "H", "O", "H", "H"], "positions_angstrom": [[0.42, -0.11, -0.07], [0.85, -0.62, -0.87], [0.98, 0.73, 0.28], [-0.55, 0.18, -0.39], [-0.74, 2.63, -0.24], [-1.45, 3.13, -0.72], [-0.08, 3.40, 0.12], [0.66, -2.45, -1.76], [0.28, -3.26, -2.21], [1.16, -2.87, -1.09], [1.41, 1.37, 1.95], [2.20, 2.07, 2.03], [0.95, 1.21, 2.72], [3.03, 0.48, -0.89], [3.95, 0.39, -0.61], [3.22, 0.18, -1.77], [-1.97, 0.06, -2.03], [-2.42, -0.79, -2.04], [-2.33, 0.40, -2.92], [-0.67, -2.09, 2.57], [-1.12, -1.27, 2.18], [-1.32, -2.87, 2.64], [-1.98, -0.06, 1.21], [-1.83, 0.88, 0.97], [-2.67, -0.70, 0.93]], "energy_ev": -16648.1558, "total_charge": 1, "multiplicity": 1, "relative_energy_kj_mol": 270.0, "gap_ev": 10.363, "homo_ev": -13.361, "largest_force_ev_per_a": 5.954}

8.
{"formula": "H18NO12", "method": "the ωB97M-V functional and the def2-TZVPD basis", "elements": ["N", "O", "O", "O", "O", "H", "H", "O", "H", "H", "O", "H", "H", "O", "H", "H", "O", "H", "H", "O", "H", "H", "O", "H", "H", "O", "H", "H", "O", "H", "H"], "positions_angstrom": [[-0.67, -1.97, -0.23], [0.03, -1.65, 0.76], [-0.10, -2.04, -1.33], [-1.86, -2.22, -0.09], [1.26, 0.24, -2.88], [1.10, -0.66, -3.09], [1.82, 0.30, -2.11], [-2.53, -0.71, -2.79], [-3.37, -0.52, -2.37], [-2.16, -1.46, -2.25], [-0.37, -1.23, 3.32], [-0.21, -1.74, 2.50], [0.46, -1.05, 3.80], [-0.70, 1.94, 0.57], [-1.38, 1.31, 0.85], [-0.87, 2.00, -0.39], [2.79, -0.71, -0.44], [1.91, -1.07, -0.14], [2.89, 0.19, -0.10], [1.90, 1.99, 0.36], [1.95, 2.95, 0.41], [0.97, 1.85, 0.50], [-1.06, 1.92, -2.30], [-0.27, 1.43, -2.58], [-1.70, 1.21, -2.42], [-2.47, -0.01, 1.80], [-2.37, -0.75, 1.19], [-1.82, -0.27, 2.48], [2.36, 0.04, 2.67], [2.55, -0.19, 1.75], [1.94, 0.89, 2.54]], "energy_ev": -26353.4472, "total_charge": -1, "multiplicity": 1, "relative_energy_kj_mol": 0.0, "gap_ev": 9.716, "homo_ev": -6.557, "largest_force_ev_per_a": 2.190}

9.
{"formula": "H18NO7", "method": "the ωB97M-V functional and the def2-TZVPD basis", "elements": ["N", "H", "H", "H", "H", "O", "H", "H", "O", "H", "H", "O", "H", "H", "O", "H", "H", "O", "H", "H", "O", "H", "H", "O", "H", "H"], "positions_angstrom": [[4.95, 9.00, 13.38], [5.34, 8.27, 12.79], [5.26, 8.94, 14.33], [3.96, 8.78, 13.38], [5.11, 9.89, 12.92], [1.85, 13.24, 12.46], [2.59, 12.87, 11.97], [1.92, 14.18, 12.31], [5.76, 12.48, 11.23], [6.18, 12.69, 10.40], [6.28, 12.94, 11.89], [7.00, 6.61, 10.76], [6.88, 5.67, 10.95], [7.57, 6.62, 9.99], [6.46, 9.31, 17.47], [5.91, 9.38, 18.24], [7.16, 9.95, 17.62], [4.41, 4.60, 14.44], [3.97, 4.05, 15.10], [4.97, 4.00, 13.95], [1.16, 8.15, 13.27], [0.35, 8.66, 13.35], [1.13, 7.77, 12.39], [6.84, 5.45, 17.52], [6.31, 5.34, 16.73], [6.66, 6.34, 17.81]], "energy_ev": -16108.4135, "total_charge": 1, "multiplicity": 1, "relative_energy_kj_mol": 285.8, "gap_ev": 10.005, "homo_ev": -13.510, "largest_force_ev_per_a": 1.015}

10.
{"formula": "H18NO7", "method": "the ωB97M-V functional and the def2-TZVPD basis", "elements": ["N", "H", "H", "H", "H", "H", "H", "O", "H", "H", "O", "H", "H", "O", "H", "H", "O", "H", "H", "O", "H", "H", "O", "H", "H", "O"], "positions_angstrom": [[0.37, 2.07, 0.04], [0.02, 1.64, -0.75], [0.98, 1.32, 0.25], [0.99, 2.91, -0.13], [-0.30, 2.20, 0.81], [-0.58, -1.67, 1.40], [0.42, -2.35, 2.46], [0.37, -1.74, 1.68], [-0.08, -1.51, -2.24], [1.15, -1.35, -3.05], [0.46, -0.73, -2.69], [2.14, -0.07, 1.98], [3.41, 0.94, 2.24], [2.46, 0.87, 2.17], [-1.75, 0.81, 2.11], [-2.23, 2.17, 2.17], [-1.60, 1.66, 1.69], [0.22, -4.43, -2.45], [-0.32, -4.31, -1.09], [-0.43, -3.95, -1.97], [1.55, 3.99, -3.84], [0.09, 3.52, -3.55], [0.97, 3.55, -3.24], [-3.00, -1.68, 2.75], [-2.88, -2.11, 1.26], [-2.41, -1.76, 1.98]], "energy_ev": -16094.2035, "s2": 0.756, "total_charge": 2, "multiplicity": 2, "relative_energy_kj_mol": 120.9, "gap_ev": [11.544, 2.612], "homo_ev": [-18.013, -17.265], "largest_force_ev_per_a": 3.361}

11.
{"formula": "H18O10V", "method": "the ωB97M-V functional and the def2-TZVPD basis", "elements": ["O", "V", "O", "H", "H", "O", "H", "H", "O", "H", "H", "O", "H", "H", "O", "H", "H", "O", "H", "H", "O", "H", "H", "O", "H", "H", "O", "H", "H"], "positions_angstrom": [[-0.44, 0.54, 0.21], [0.09, 0.11, -1.30], [0.33, 2.17, -2.06], [-0.23, 2.82, -2.55], [1.08, 2.77, -1.83], [2.06, 0.25, -0.95], [2.78, -0.03, -1.54], [2.43, 0.72, -0.18], [0.10, -1.73, 2.00], [0.56, -0.95, 2.12], [0.35, -2.36, 2.70], [0.03, -1.88, -0.87], [0.91, -2.32, -0.80], [-0.59, -2.51, -1.18], [-2.44, -1.10, 2.92], [-1.57, -1.50, 3.09], [-2.21, -0.38, 2.35], [0.44, -0.58, -3.20], [0.85, -1.38, -3.45], [-0.24, -0.47, -3.88], [1.70, 0.44, 2.03], [1.93, 1.39, 1.86], [1.43, 0.49, 2.93], [-1.24, 1.32, 2.40], [-0.63, 0.88, 2.96], [-0.83, 1.02, 1.60], [-1.88, 0.61, -1.95], [-2.56, 0.13, -1.48], [-2.20, 1.54, -1.96]], "energy_ev": -46438.7835, "s2": 0.858, "total_charge": 2, "multiplicity": 2, "relative_energy_kj_mol": 290.7, "gap_ev": [5.695, 6.530], "homo_ev": [-15.142, -15.147], "largest_force_ev_per_a": 6.691}

12.
{"formula": "H18O9", "method": "the ωB97M-V functional and the def2-TZVPD basis", "elements": ["O", "H", "H", "O", "H", "H", "O", "H", "H", "O", "H", "H", "O", "H", "H", "O", "H", "H", "O", "H", "H", "O", "H", "H", "O", "H", "H"], "positions_angstrom": [[-0.02, -3.13, 0.92], [-0.53, -3.00, 0.11], [0.37, -2.26, 1.01], [2.32, 1.16, 2.65], [1.77, 1.03, 3.44], [1.65, 1.40, 2.02], [-2.46, -1.05, -0.81], [-2.92, -0.33, -0.38], [-2.77, -1.82, -0.39], [0.00, 0.13, -0.90], [-0.02, 0.87, -0.32], [-0.88, -0.37, -0.91], [-1.19, -3.64, -1.49], [-0.44, -3.38, -2.00], [-1.72, -2.84, -1.58], [-1.94, 3.31, 0.05], [-1.04, 3.37, -0.12], [-2.02, 3.08, 0.98], [1.71, -1.04, 0.55], [1.18, -0.38, 0.02], [2.48, -0.57, 0.85], [2.01, 0.99, -2.82], [2.46, 0.50, -2.15], [1.09, 0.75, -2.69], [0.33, 2.19, 0.98], [0.94, 2.91, 1.31], [-0.34, 2.10, 1.66]], "energy_ev": -18719.1465, "total_charge": 0, "multiplicity": 1, "relative_energy_kj_mol": 288.4, "gap_ev": 9.414, "homo_ev": -10.120, "largest_force_ev_per_a": 2.400}